Record 1
The following is a quantum chemistry calculation of a structure of composition C13H23CoFN2, from the Open Molecules 2025 dataset.

spin multiplicity: 2
⟨S²⟩: 0.79
M: 285.272 g/mol
energy relative to the best compared isomer or geometry (same formula, charge and spin): 0.090 eV
Kohn-Sham gap (alpha / beta): 7.42 / 7.56 eV

Each line ends with the Löwdin charge.
Atoms and positions in Å:
Co -0.11 0.18 0.07  0.35
N 1.84 -0.85 0.13  0.00
C 2.35 -0.70 1.50  -0.24
C 1.18 -0.91 2.45  -0.22
N 0.11 0.03 2.11  -0.02
H 1.61 -1.82 -0.06  0.08
H 2.52 -0.55 -0.56  0.09
H 2.74 0.32 1.60  0.11
H 3.15 -1.39 1.75  0.11
H 1.51 -0.81 3.49  0.11
H 0.79 -1.92 2.32  0.12
H 0.34 0.97 2.44  0.11
H -0.76 -0.23 2.56  0.10
F 1.67 4.96 1.48  0.04
C 1.22 3.99 0.63  -0.30
C 2.13 3.17 0.01  -0.02
C 1.66 2.18 -0.84  -0.07
C 0.29 2.01 -1.12  -0.37
C -0.22 0.82 -1.80  -0.16
C -0.59 2.88 -0.44  -0.05
C -0.14 3.87 0.42  -0.02
H 3.19 3.31 0.19  0.12
H 2.38 1.55 -1.36  0.11
H 0.46 0.37 -2.53  0.06
H -1.22 0.92 -2.20  0.06
H -1.66 2.77 -0.61  0.12
H -0.83 4.53 0.92  0.12
C -3.20 -2.72 -1.08  -0.10
C -1.92 -1.89 -1.21  -0.52
C -0.73 -2.80 -1.50  -0.10
C -1.66 -1.03 0.03  -0.22
H -3.40 -3.31 -1.98  0.07
H -4.07 -2.07 -0.90  0.07
H -3.12 -3.41 -0.24  0.07
H -2.04 -1.22 -2.07  0.11
H -0.53 -3.44 -0.64  0.08
H 0.16 -2.20 -1.70  0.05
H -0.92 -3.45 -2.36  0.07
H -1.61 -1.72 0.89  0.04
H -2.55 -0.40 0.22  0.05



Record 2
The following is a quantum chemistry calculation of a structure of composition C32H28BrN4O3RbS2, from the Open Molecules 2025 dataset.

spin multiplicity: 1
charge: -2
M: 746.107 g/mol
energy relative to the best compared isomer or geometry (same formula, charge and spin): 0.000 eV
Kohn-Sham gap: 5.78 eV

Each line ends with the Löwdin charge.
Atoms and positions in Å:
Rb -0.26 -0.45 0.67  1.03
C -0.57 3.31 0.36  -0.04
C -1.43 2.32 1.09  -0.37
N -2.10 1.51 0.37  -0.08
N -2.90 0.59 1.06  -0.17
C -3.93 0.21 0.37  -1.18
S -4.55 0.69 -1.15  0.41
S -4.73 -1.15 1.28  0.83
C -6.47 -0.76 0.97  -0.51
C -7.03 0.27 1.91  -0.29
C -6.67 1.61 1.78  -0.04
C -7.16 2.55 2.67  -0.09
C -8.02 2.18 3.70  -0.12
C -8.39 0.84 3.83  -0.11
C -7.89 -0.10 2.94  -0.06
C -1.36 2.39 2.59  -0.15
C -2.23 3.19 3.31  -0.07
C -2.14 3.32 4.69  -0.15
C -1.13 2.62 5.35  -0.15
C -0.25 1.82 4.65  -0.05
C -0.30 1.67 3.24  -0.45
O 0.54 0.94 2.59  -0.32
H -0.55 3.10 -0.70  0.06
H -0.96 4.32 0.53  0.08
H 0.45 3.30 0.77  0.08
H -6.51 -0.42 -0.07  0.01
H -7.01 -1.70 1.07  0.06
H -6.00 1.90 0.98  0.08
H -6.87 3.59 2.57  0.10
H -8.39 2.91 4.40  0.09
H -9.06 0.54 4.63  0.09
H -8.17 -1.14 3.05  0.10
H -3.01 3.71 2.77  0.11
H -2.84 3.94 5.23  0.07
H -1.04 2.70 6.43  0.08
H 0.53 1.27 5.17  0.09
O 5.16 -3.02 -0.71  0.02
C 4.30 -4.07 -0.51  -0.28
C 4.87 -5.33 -0.38  -0.05
C 4.06 -6.44 -0.19  -0.13
C 2.68 -6.29 -0.12  -0.11
C 2.13 -5.01 -0.24  -0.03
C 2.92 -3.89 -0.44  -0.09
C 2.18 -2.54 -0.67  -0.52
O 0.95 -2.52 -0.23  -0.39
N 3.06 -1.47 0.00  -0.04
N 3.06 -0.25 -0.57  0.02
C 3.35 0.77 0.15  -0.23
C 3.46 2.10 -0.45  -0.64
Br 2.40 2.42 -1.99  0.77
C 4.21 3.11 0.00  -0.13
C 5.18 3.04 1.11  -0.21
C 5.39 4.18 1.88  -0.04
C 6.31 4.19 2.93  -0.10
C 7.04 3.04 3.21  -0.11
C 6.86 1.91 2.43  -0.09
C 5.94 1.91 1.39  -0.04
H 4.61 -2.21 -0.59  0.06
H 5.95 -5.42 -0.43  0.10
H 4.51 -7.42 -0.09  0.09
H 2.04 -7.14 0.03  0.08
H 1.06 -4.84 -0.18  0.11
H 2.32 -2.28 -1.74  0.14
H 2.98 -1.49 1.02  0.15
H 3.51 0.69 1.23  0.13
H 4.08 4.08 -0.46  0.09
H 4.81 5.07 1.67  0.11
H 6.44 5.08 3.52  0.09
H 7.75 3.04 4.02  0.09
H 7.43 1.01 2.63  0.10
H 5.83 1.02 0.77  0.11



Record 3
The following is a quantum chemistry calculation of the molecule C4H4N2OS at a distorted geometry, from the Open Molecules 2025 dataset.

spin multiplicity: 1
structure (SMILES): S=COC1C=NN=C1
M: 128.156 g/mol
energy relative to the best compared isomer or geometry (same formula, charge and spin): 3.559 eV
Kohn-Sham gap: 9.25 eV

Each line ends with the Löwdin charge.
Atoms and positions in Å:
S -2.02 0.89 1.00  0.73
C -1.68 -0.73 0.86  -0.63
O -0.60 -1.18 0.31  -0.08
C 0.42 -0.45 -0.16  -0.42
C 0.27 0.26 -1.46  -0.12
N 0.98 1.32 -1.49  0.03
N 1.57 1.59 -0.17  0.05
C 0.98 0.68 0.65  -0.13
H -2.22 -1.57 1.29  0.09
H 1.33 -1.07 -0.25  0.18
H -0.16 -0.22 -2.38  0.14
H 1.12 0.46 1.79  0.15